# 1
C20H42InO3 as an isolated structure, computed with wB97M-V/def2-TZVPD.

```
66
C20H42InO3 wB97M-V/def2-TZVPD
In -2.509 1.166 -0.107
O 6.475 -3.162 -1.030
O -1.796 1.332 4.597
O -7.346 1.335 -1.912
C 0.820 0.103 -1.662
C 2.575 2.268 -0.165
C 1.150 2.642 -0.650
C 5.861 -5.510 -1.424
C 3.071 0.803 -0.428
C 0.559 1.978 4.321
C -9.152 2.760 -2.776
C -5.607 2.088 -3.479
C -6.705 1.090 -3.156
C -8.017 2.579 -1.783
C 7.491 -3.403 -0.068
C 6.279 -4.172 -2.010
C 0.318 1.555 -1.375
C 2.741 -1.768 -1.476
C -0.790 2.266 4.959
C -1.460 -0.226 6.467
C 8.877 -3.542 -0.674
C -1.187 1.868 -1.859
C 2.241 -0.264 -1.175
C -1.569 -0.019 4.966
H -1.615 1.704 1.380
H -2.416 -0.649 -0.170
H 3.226 3.035 0.384
H 9.107 -2.686 -1.313
H -4.179 1.804 -0.208
H 8.957 -4.441 -1.291
H -7.445 1.042 -3.962
H -2.325 0.203 6.980
H -4.893 2.159 -2.655
H 1.962 -2.502 -1.051
H -2.425 -0.586 4.594
H -7.302 3.405 -1.846
H 2.708 -1.889 -2.610
H -0.687 -0.411 4.448
H 9.633 -3.610 0.113
H -5.073 1.788 -4.384
H -6.012 3.090 -3.648
H 7.487 -2.542 0.605
H -1.401 -1.291 6.702
H 0.459 1.873 3.238
H -1.343 2.988 -2.081
H -0.706 2.333 6.049
H 0.991 1.049 4.702
H 5.481 -3.814 -2.666
H 4.992 -5.391 -0.771
H -6.263 0.093 -3.081
H 1.262 2.787 4.536
H -1.139 3.242 4.613
H -8.780 2.831 -3.802
H 6.661 -5.953 -0.826
H 3.768 -1.935 -1.013
H 4.112 0.503 -0.043
H -0.566 0.255 6.875
H 5.610 -6.214 -2.221
H 0.139 -0.642 -2.213
H -9.840 1.911 -2.736
H -9.707 3.677 -2.559
H 7.238 -4.276 0.543
H -1.437 1.286 -2.823
H -8.430 2.601 -0.771
H 0.695 3.683 -0.489
H 7.172 -4.277 -2.634
```

Output
Kohn-Sham gap   6.35 eV
Calculated total energy   -32731.08063 eV
HOMO level   -3.96 eV
Charge   -1


# 2
C20H42LuNP3S as an isolated structure, computed with wB97M-V/def2-TZVPD.

```
68
C20H42LuNP3S wB97M-V/def2-TZVPD
Lu 0.127 -0.388 1.017
S 1.025 -2.008 -0.804
P 2.445 0.891 0.615
P -2.408 -0.728 0.235
P -0.742 2.000 2.283
N 0.255 -0.877 3.257
C 0.561 0.129 5.664
C -2.430 -2.206 -0.828
C 1.019 -3.026 -8.219
C 0.183 -1.028 -5.141
C 0.321 -2.343 -4.666
C 3.528 1.034 2.059
C 0.673 -1.470 -2.410
C 3.499 0.019 -0.590
C 1.360 -4.246 -7.755
C 0.386 -0.369 4.318
C 0.513 -0.146 -2.903
C 0.548 -2.552 -3.308
C -3.598 -1.130 1.543
C 0.267 0.063 -4.267
C 2.311 2.597 -0.031
C -3.177 0.575 -0.786
C -1.234 3.405 1.225
C -2.231 1.733 3.328
C -0.553 -0.439 6.545
C 0.478 2.834 3.379
H 1.256 3.375 2.825
H 0.972 2.079 4.013
H -0.387 3.689 0.598
H 4.492 0.476 -0.641
H 1.769 -2.238 -8.359
H 4.334 1.743 1.845
H 3.283 2.902 -0.439
H -3.449 -2.607 -0.884
H 3.944 0.049 2.293
H -2.141 0.799 3.900
H -0.009 -2.802 -8.532
H 0.543 1.243 5.736
H 0.149 1.081 -4.654
H 0.018 -0.871 -6.209
H -3.509 1.415 -0.160
H -2.393 2.541 4.051
H -1.754 -2.961 -0.406
H -3.218 -0.746 2.496
H 0.674 -3.555 -2.911
H 3.575 -1.036 -0.299
H -0.397 -0.286 7.611
H -1.531 4.265 1.830
H -2.041 -1.983 -1.828
H 2.399 -4.493 -7.503
H -3.686 -2.217 1.639
H -2.047 3.140 0.546
H 3.033 0.006 -1.581
H 0.619 -5.053 -7.674
H -0.644 -1.513 6.339
H 0.569 0.719 -2.243
H 1.973 3.304 0.739
H -2.420 0.963 -1.479
H 1.560 2.610 -0.831
H 1.584 -0.141 6.013
H 2.962 1.362 2.936
H -4.014 0.154 -1.359
H -1.520 0.011 6.278
H 0.273 -3.205 -5.325
H -4.577 -0.685 1.344
H 0.003 3.550 4.053
H -0.227 0.970 -0.261
H -3.147 1.624 2.733
```

Output
Kohn-Sham gap (alpha / beta)   4.75 / 2.00 eV
Calculated total energy   -95205.62231 eV
HOMO level (alpha / beta)   -15.67 / -15.67 eV
Relative energy (zero: lowest compared OMol25 entry of this formula, charge and spin)   241.0 kJ/mol
Charge   +3


# 3
An isolated ion of composition C20H42N5O7 and charge +1, computed with wB97M-V/def2-TZVPD.

```
74
C20H42N5O7 wB97M-V/def2-TZVPD
O 1.986 0.905 -0.735
O 3.461 2.066 0.630
O 0.820 3.059 -1.694
O -2.328 -0.482 1.096
O -3.274 -2.201 -0.115
O 4.430 4.558 -0.279
O -0.839 0.799 -0.998
N 0.016 -2.935 1.581
N -1.757 -4.358 0.216
N 3.255 4.574 -2.798
N 2.376 -2.067 0.801
N -4.677 1.037 0.895
C 1.913 -0.705 1.133
C 4.572 2.142 -0.247
C 1.217 -0.095 -0.106
C 0.954 -0.809 2.323
C -1.020 -0.845 0.705
C -0.233 0.368 0.184
C 3.247 3.399 -1.964
C 4.533 3.417 -1.107
C -5.096 -1.252 1.879
C -4.699 -0.388 0.665
C 2.218 4.685 -3.804
C -0.329 -1.525 1.908
C 2.039 3.270 -1.011
C -3.321 -0.824 0.144
C -4.085 -5.082 -0.260
C -4.970 -2.735 1.527
C -3.141 -4.420 0.736
C 2.227 2.102 -0.012
C -3.539 -2.972 1.058
C 5.774 3.485 -1.996
H -4.195 -4.451 -1.138
H 5.704 4.363 -2.631
H -0.458 1.662 -1.245
H -0.266 1.161 0.941
H -5.062 -5.236 0.187
H 3.267 2.515 -2.616
H -1.045 -1.508 2.736
H -5.411 -0.583 -0.147
H -0.769 -3.506 1.006
H -5.566 1.354 1.264
H 5.840 2.603 -2.626
H -3.119 -4.992 1.670
H -1.815 -3.886 -0.686
H 0.199 -3.452 2.441
H 1.498 2.214 0.799
H -6.121 -1.017 2.171
H 2.453 5.546 -4.428
H -3.105 -0.329 -0.811
H 1.933 4.199 -0.442
H 2.848 -2.065 -0.098
H 3.277 5.400 -2.210
H -3.696 -6.052 -0.564
H -5.667 -2.979 0.725
H 6.672 3.549 -1.386
H -2.872 -2.619 1.859
H -3.947 1.274 1.557
H 3.058 -2.376 1.490
H 0.951 -2.849 1.057
H -1.089 -1.552 -0.131
H 1.008 2.505 -2.463
H 1.440 -1.358 3.133
H 4.602 1.259 -0.896
H 0.719 0.184 2.700
H 1.206 4.812 -3.404
H 1.134 -0.861 -0.889
H 5.445 2.144 0.409
H -1.416 -5.301 0.046
H -4.436 -1.011 2.717
H 5.263 4.682 0.190
H 2.750 -0.045 1.399
H -5.191 -3.360 2.393
H 2.243 3.793 -4.432
```

Output
Kohn-Sham gap   8.38 eV
Calculated total energy   -43199.43009 eV
HOMO level   -10.60 eV
Relative energy (zero: lowest compared OMol25 entry of this formula, charge and spin)   22.1 kJ/mol
Charge   +1


# 4
A 5-piece molecular cluster, C20H42O6PS5 overall, computed with wB97M-V/def2-TZVPD.

```
74
C20H42O6PS5 wB97M-V/def2-TZVPD
S 1.391 4.425 2.369
S -0.191 -1.512 -0.980
S -2.951 -6.792 -1.896
S 2.339 -0.588 -4.452
S -1.172 6.737 0.390
P -1.577 -3.195 -1.150
O 2.779 4.099 1.928
O -2.906 -2.452 -1.703
O -3.523 -5.778 -0.954
O -1.714 5.960 1.538
O -1.483 0.403 2.300
O 1.826 -1.559 -3.442
C -2.783 -5.972 -3.484
C -1.964 -3.655 0.571
C 2.131 -1.328 0.634
C 3.033 -1.949 1.503
C 0.520 2.865 2.478
C -1.084 -0.564 1.517
C 3.929 0.171 2.163
C 1.458 4.736 4.135
C 3.048 0.809 1.299
C -2.565 -0.754 2.109
C 2.156 0.057 0.536
C 0.966 -0.189 -5.536
C -1.052 -0.259 0.013
C 1.214 -2.259 -0.126
C -2.571 7.233 -0.622
C 4.872 -1.908 3.217
C -0.784 8.380 0.999
C 3.933 -1.220 2.270
C 2.423 1.011 -3.641
C -4.284 -7.879 -2.399
H 1.263 0.610 -6.214
H 4.594 0.784 2.752
H -2.166 -1.681 2.633
H 0.443 4.848 4.518
H -0.630 0.732 -0.094
H -3.927 -8.539 -3.189
H -3.734 -5.513 -3.761
H 5.757 -1.302 3.378
H -5.129 -7.285 -2.748
H -2.995 6.336 -1.068
H -3.094 -0.458 3.019
H -1.140 -3.476 1.257
H 2.676 1.776 -4.375
H 1.968 3.912 4.634
H 1.788 -2.758 -0.904
H 4.393 -2.045 4.183
H 2.011 5.659 4.290
H 0.104 0.115 -4.941
H -2.097 -0.315 -0.267
H 3.029 1.884 1.209
H -0.471 3.009 2.907
H 1.464 1.236 -3.173
H 0.421 2.485 1.463
H -2.228 7.906 -1.408
H 0.722 -1.081 -6.109
H 0.051 8.290 1.692
H -1.650 8.793 1.517
H -2.215 -4.709 0.538
H -0.327 -1.225 1.927
H -3.427 -3.110 -2.184
H -4.580 -8.469 -1.535
H 3.037 -3.027 1.601
H -2.839 -3.105 0.912
H -0.497 9.018 0.163
H 1.502 0.580 -0.145
H 3.202 0.962 -2.883
H -3.319 7.724 0.001
H 1.097 2.163 3.081
H 0.830 -3.027 0.541
H -2.481 -6.698 -4.237
H 5.191 -2.868 2.825
H -2.012 -5.208 -3.389
```

Output
Kohn-Sham gap   8.35 eV
Calculated total energy   -97157.74998 eV
HOMO level   -10.54 eV
Charge   +1


# 5
C20H43DyN2P3S as an isolated structure, computed with wB97M-V/def2-TZVPD.

```
70
C20H43DyN2P3S wB97M-V/def2-TZVPD
Dy -0.146 -0.080 0.290
S -1.360 0.991 -3.417
P -1.745 -1.782 -1.104
P 1.825 1.328 2.048
P 1.724 -2.053 0.494
N -0.799 -0.613 2.400
N -1.071 -1.246 4.790
C 0.070 -2.034 5.411
C -0.505 1.733 -6.043
C 2.366 0.750 3.709
C 3.472 1.674 1.323
C -1.274 2.029 -4.880
C -2.280 3.905 -6.070
C -1.524 2.985 0.379
C -0.986 -0.907 3.540
C -2.056 3.206 -4.875
C 2.986 -1.799 -0.815
C -0.949 -2.219 -2.696
C -1.974 -0.489 5.687
C 1.216 -3.782 0.197
C 1.356 3.016 2.600
C -2.441 -3.378 -0.594
C -3.294 -0.929 -1.591
C -0.726 2.451 -7.223
C 2.807 -2.318 1.942
C -0.350 3.065 -0.269
C -1.649 3.505 -7.255
H 2.489 -1.761 -1.794
H 2.260 3.608 2.772
H 2.202 -2.458 2.847
H -0.157 -2.130 6.479
H -1.727 -2.486 -3.417
H 0.726 3.541 1.885
H 4.025 2.346 1.989
H 4.048 0.751 1.192
H -2.974 4.759 -6.046
H -1.585 3.280 1.436
H -3.177 0.160 -1.565
H -2.430 2.517 -0.039
H 0.145 -3.035 4.943
H -1.867 4.038 -8.176
H -1.768 0.576 5.668
H 2.103 -4.413 0.350
H 3.494 -1.478 2.099
H 0.560 3.424 0.245
H -0.358 -1.395 -3.113
H -4.089 -1.190 -0.883
H -3.216 -3.213 0.160
H 3.353 2.164 0.351
H -0.190 2.232 -8.140
H 0.265 0.950 -5.999
H 1.618 1.043 4.454
H -2.490 3.562 -3.931
H -0.259 -3.054 -2.556
H -3.013 -0.667 5.417
H -3.559 -1.237 -2.610
H -1.805 -0.830 6.700
H -0.116 0.987 -2.839
H 3.525 -0.857 -0.641
H 0.828 -3.913 -0.820
H -0.129 2.689 -1.280
H 3.684 -2.648 -0.782
H -2.880 -3.900 -1.451
H 0.780 2.930 3.523
H 3.388 -3.234 1.760
H -1.686 -4.016 -0.131
H 1.030 -1.483 5.323
H 2.517 -0.333 3.744
H 3.311 1.232 3.986
H 0.435 -4.064 0.913
```

Output
⟨S²⟩   9.3336
Kohn-Sham gap (alpha / beta)   5.77 / 5.47 eV
Calculated total energy   -87176.67939 eV
HOMO level (alpha / beta)   -15.48 / -15.48 eV
Spin multiplicity   6
Relative energy (zero: lowest compared OMol25 entry of this formula, charge and spin)   0.0 kJ/mol
Charge   +3


# 6
C20H43GdN2P3Se as an isolated structure, computed with wB97M-V/def2-TZVPD.

```
70
C20H43GdN2P3Se wB97M-V/def2-TZVPD
Gd 0.905 -0.067 -0.615
Se 2.013 0.617 -2.953
P -1.184 -0.516 1.446
P 1.661 -2.752 -0.842
P -1.589 -0.748 -1.957
N 2.072 0.670 1.166
N 3.033 1.213 3.388
C -1.181 4.472 -0.703
C 2.521 0.963 2.224
C 2.056 2.189 -4.153
C 2.655 2.029 -5.405
C -0.655 0.114 3.091
C 3.479 0.120 4.281
C -2.695 -2.180 -1.607
C 2.214 4.351 -5.951
C -1.187 -1.085 -3.723
C -1.381 -2.296 1.855
C 2.730 3.095 -6.301
C -2.838 0.588 -2.164
C 3.053 2.598 3.922
C -2.916 0.086 1.500
C 1.550 3.445 -3.793
C -1.869 3.986 0.343
C 2.746 -3.140 0.597
C 1.629 4.517 -4.686
C 0.663 -4.286 -0.948
C 2.870 -3.030 -2.217
H 3.061 1.061 -5.678
H -1.451 -0.042 3.830
H -3.314 -2.389 -2.492
H -0.647 -2.036 -3.810
H 3.493 -3.892 0.306
H 3.244 -2.217 0.942
H -3.345 0.472 -3.137
H 3.910 -0.696 3.680
H -3.352 -1.975 -0.753
H -2.125 -1.131 -4.299
H 3.471 3.278 3.168
H 0.022 -4.375 -0.063
H -1.412 3.954 1.331
H 1.253 5.511 -4.412
H 1.106 3.576 -2.815
H 4.246 0.530 4.945
H -2.923 1.168 1.300
H -3.334 -0.093 2.503
H -0.452 1.189 3.011
H 1.825 1.501 -1.619
H -2.330 1.563 -2.127
H 2.038 2.931 4.201
H 2.324 -3.149 -3.164
H -2.094 -3.070 -1.378
H -1.594 4.492 -1.715
H -1.944 -2.413 2.794
H 3.463 -3.929 -1.999
H 0.252 -0.398 3.427
H -0.388 -2.755 1.975
H -2.935 3.719 0.270
H 2.649 -0.265 4.896
H 1.314 -5.163 -1.024
H -3.548 -0.410 0.753
H 2.133 -3.520 1.429
H 3.693 2.592 4.808
H 2.272 5.189 -6.664
H -3.580 0.556 -1.357
H -0.137 4.741 -0.574
H 0.003 -4.237 -1.823
H 3.506 -2.141 -2.316
H -0.537 -0.288 -4.109
H -1.908 -2.827 1.050
H 3.208 2.953 -7.276
```

Output
⟨S²⟩   16.0514
Kohn-Sham gap (alpha / beta)   6.82 / 4.57 eV
Calculated total energy   -138438.33391 eV
HOMO level (alpha / beta)   -16.71 / -16.71 eV
Spin multiplicity   8
Relative energy (zero: lowest compared OMol25 entry of this formula, charge and spin)   39.6 kJ/mol
Charge   +3